{"formula": "C3H11N3", "method": "ωB97M-V with the def2-TZVPD basis set", "elements": ["H", "N", "C", "C", "H", "H", "H", "H", "C", "N", "N", "H", "H", "H", "H", "H", "H"], "xyz": [[-0.462671, -1.737137, -1.826163], [-0.195984, -2.158007, -0.930268], [0.990941, -1.781746, -0.579221], [1.813870, -0.829793, -1.387942], [1.432290, -2.170956, 0.352861], [2.687189, -1.358177, -1.777007], [2.154864, -0.019364, -0.738209], [1.236364, -0.411922, -2.215860], [-0.988420, 1.665723, 0.189027], [-0.563569, 0.527573, 0.998218], [-1.120474, 0.610892, 2.321584], [-0.739968, 2.616056, 0.674038], [-0.464965, 1.642736, -0.772114], [-2.064644, 1.636096, -0.009591], [-0.844006, -0.349045, 0.532152], [-0.733547, 1.398121, 2.847051], [-2.137271, 0.718948, 2.321446]], "forces_ev_per_a": [[0.172, 0.038, 0.182], [1.434, 0.097, 0.866], [-1.707, -0.286, -0.993], [0.210, -0.023, 0.325], [-0.358, 0.117, -0.338], [0.080, 0.150, -0.031], [0.087, -0.007, -0.121], [0.081, -0.082, 0.066], [0.073, -0.256, -0.388], [-0.173, 0.668, 0.356], [-0.113, -0.617, 0.007], [0.008, -0.268, 0.041], [-0.049, -0.015, 0.022], [-0.152, 0.224, -0.014], [0.104, 0.537, 0.831], [0.120, -0.373, -0.585], [0.181, 0.096, -0.226]], "lowdin_charge": [0.039, 0.051, -0.305, -0.101, 0.108, 0.073, 0.072, 0.070, -0.153, -0.202, -0.047, 0.072, 0.063, 0.067, 0.069, 0.065, 0.059], "total_energy_ha": -285.097355, "charge": 0, "orbital_gap_ev": 9.85, "smiles": "[H]/N=C\\C.CNN", "lumo_energy_ev": 1.01}

---

{"formula": "C32H49BrClO2PPb", "method": "ωB97M-V with the def2-TZVPD basis set", "elements": ["Pb", "Cl", "P", "C", "H", "H", "C", "C", "C", "H", "C", "H", "H", "C", "H", "H", "C", "H", "H", "C", "H", "H", "H", "H", "C", "C", "H", "C", "H", "H", "C", "H", "H", "C", "H", "H", "C", "H", "H", "H", "H", "C", "H", "C", "H", "H", "C", "H", "H", "C", "H", "H", "C", "H", "H", "H", "H", "C", "C", "H", "C", "H", "C", "H", "H", "C", "H", "H", "C", "H", "H", "H", "H", "Br", "C", "C", "C", "C", "C", "C", "C", "O", "O", "H", "H", "H", "H"], "xyz": [[-1.642031, -1.570587, 3.226927], [0.606325, -2.438522, 2.319170], [0.556254, -0.435917, -0.939377], [-2.649298, -3.311862, 2.794416], [-3.734411, -3.386203, 2.563740], [-2.060296, -4.242545, 2.644668], [0.956607, 1.129901, -1.890700], [-0.475526, -1.525483, -2.056089], [-0.339918, 1.859806, -2.274622], [1.455991, 1.738202, -1.110040], [-0.035767, 3.280481, -2.764455], [-0.860305, 1.304886, -3.071601], [-1.023553, 1.908467, -1.412822], [0.993832, 3.293386, -3.897631], [-0.971641, 3.750017, -3.090317], [0.342282, 3.860322, -1.911380], [2.240305, 2.454431, -3.587350], [0.521523, 2.911726, -4.812615], [1.293950, 4.327003, -4.104381], [1.902394, 1.042100, -3.087971], [2.875693, 2.379964, -4.478830], [2.827850, 2.961290, -2.809015], [1.425216, 0.474043, -3.898303], [2.828829, 0.513723, -2.826135], [2.162388, -1.363285, -0.683075], [-0.250861, -1.425950, -3.562818], [-0.210934, -2.548734, -1.728647], [-1.115783, -2.463963, -4.289092], [-0.524761, -0.421558, -3.913397], [0.804963, -1.587539, -3.821623], [-2.604789, -2.329181, -3.946853], [-0.968156, -2.365783, -5.371655], [-0.769017, -3.466030, -4.002282], [-2.868836, -2.287293, -2.438930], [-2.995262, -1.409706, -4.402402], [-3.159924, -3.162873, -4.391275], [-1.957187, -1.293816, -1.708291], [-3.914429, -2.025734, -2.236736], [-2.696660, -3.284107, -2.009703], [-2.246057, -0.262589, -1.969479], [-2.103754, -1.379042, -0.621719], [3.234994, -0.437317, -0.086210], [1.857624, -2.065846, 0.120292], [4.507922, -1.216159, 0.266737], [3.483269, 0.365257, -0.798318], [2.836433, 0.045707, 0.818309], [5.030405, -2.044485, -0.912229], [5.281397, -0.515495, 0.602246], [4.280379, -1.882654, 1.110754], [3.949493, -2.936817, -1.530417], [5.419610, -1.364020, -1.681746], [5.871672, -2.664572, -0.583206], [2.668596, -2.168511, -1.880139], [4.337740, -3.423384, -2.432847], [3.687670, -3.731535, -0.818409], [2.867786, -1.495483, -2.728592], [1.905876, -2.883976, -2.216103], [0.430951, 1.450421, 3.080235], [-0.286417, 0.936079, 4.044595], [-0.009204, 1.691200, 2.102556], [0.299961, 0.416504, 5.347850], [-1.387698, 0.988332, 4.023963], [1.728406, 0.941013, 5.595533], [-0.330648, 0.689172, 6.206528], [0.335727, -0.691028, 5.337605], [2.557989, 0.933189, 4.312721], [1.661981, 1.974797, 5.957432], [2.227980, 0.354199, 6.374520], [1.882682, 1.796302, 3.230769], [3.566604, 1.313355, 4.514484], [2.646418, -0.100465, 3.945775], [1.983396, 2.860816, 3.510101], [2.404427, 1.680328, 2.272382], [-5.176205, -0.756188, 0.673666], [-5.010084, 0.682560, 1.908995], [-6.084353, 1.041690, 2.729101], [-5.956598, 2.122910, 3.612651], [-4.752213, 2.833438, 3.683156], [-3.668659, 2.459028, 2.886132], [-3.787444, 1.370264, 2.011730], [-2.615152, 0.995368, 1.136456], [-2.266083, 1.819908, 0.275341], [-2.054583, -0.150891, 1.354801], [-7.012471, 0.480405, 2.665050], [-6.798923, 2.401667, 4.245569], [-4.648208, 3.688348, 4.354175], [-2.717689, 2.995125, 2.928698]], "forces_ev_per_a": [[1.750, 2.398, -0.671], [-0.988, 0.350, 0.549], [-0.194, 0.449, 0.556], [-1.336, -2.104, -3.738], [0.558, -0.052, 1.115], [-0.443, 0.374, 1.318], [0.139, -0.522, 0.120], [0.291, 0.205, 0.311], [-0.128, 0.151, 0.177], [-0.127, -0.098, -0.214], [0.030, -0.231, 0.071], [0.146, 0.168, 0.175], [0.291, -0.105, -0.363], [-0.017, 0.000, -0.052], [0.178, 0.058, 0.037], [-0.029, -0.007, -0.105], [0.035, -0.065, 0.039], [0.038, -0.009, 0.071], [-0.029, -0.105, -0.079], [0.028, 0.276, -0.211], [-0.045, 0.124, 0.122], [-0.023, -0.024, -0.087], [0.152, 0.159, 0.164], [-0.217, 0.190, -0.091], [-0.505, -0.014, -0.205], [-0.127, -0.325, -0.211], [-0.100, 0.165, -0.074], [-0.011, 0.041, 0.022], [0.057, -0.248, 0.053], [-0.290, 0.060, 0.081], [-0.041, 0.060, -0.033], [-0.068, -0.106, 0.112], [-0.020, 0.055, -0.050], [0.233, 0.056, 0.126], [0.055, -0.047, 0.037], [0.016, 0.120, -0.024], [-0.148, -0.067, -0.021], [0.065, -0.111, -0.092], [-0.029, 0.024, -0.077], [0.109, -0.201, 0.040], [0.080, 0.047, -0.325], [-0.013, -0.081, -0.118], [0.284, 0.166, -0.409], [-0.136, -0.040, 0.008], [-0.037, -0.160, 0.133], [0.036, -0.077, -0.212], [-0.067, 0.080, -0.046], [-0.049, -0.129, 0.024], [0.061, 0.048, -0.092], [-0.084, -0.035, 0.039], [-0.048, -0.040, 0.046], [-0.039, 0.095, -0.063], [0.424, 0.024, -0.046], [0.003, -0.024, 0.146], [0.070, 0.049, -0.050], [-0.018, -0.200, 0.203], [0.124, 0.179, 0.075], [0.677, 1.002, -1.724], [-1.167, -0.449, 1.966], [-0.108, 0.104, 0.490], [0.379, 0.075, 0.259], [0.460, -0.167, -0.347], [-0.140, 0.094, -0.110], [0.013, -0.060, -0.268], [-0.073, 0.341, -0.082], [-0.076, 0.042, -0.174], [0.013, -0.095, 0.025], [-0.144, 0.074, -0.074], [0.579, -0.528, 0.150], [-0.130, -0.140, -0.051], [0.038, 0.204, 0.024], [-0.199, -0.260, -0.154], [-0.123, 0.044, 0.155], [-0.129, 0.108, 0.183], [0.394, 0.567, 0.801], [0.205, 0.142, -0.098], [0.324, -0.198, -0.246], [0.008, -0.098, -0.078], [-0.356, -0.313, -0.023], [-0.406, -0.172, -0.084], [0.195, 1.417, -0.610], [-0.400, -1.510, 1.364], [0.423, -0.845, 0.879], [0.111, 0.151, 0.009], [0.215, -0.068, -0.188], [-0.101, -0.290, -0.163], [-0.328, -0.117, -0.039]], "lowdin_charge": [1.096, -0.042, 1.117, -0.167, -0.009, -0.003, -0.447, -0.441, -0.222, 0.107, -0.199, 0.099, 0.075, -0.208, 0.109, 0.113, -0.200, 0.111, 0.103, -0.216, 0.106, 0.112, 0.098, 0.085, -0.479, -0.220, 0.112, -0.198, 0.097, 0.094, -0.205, 0.108, 0.112, -0.206, 0.113, 0.104, -0.232, 0.092, 0.111, 0.113, 0.074, -0.218, 0.024, -0.201, 0.103, 0.086, -0.206, 0.107, 0.112, -0.201, 0.112, 0.105, -0.217, 0.107, 0.113, 0.097, 0.100, -0.093, -0.245, 0.114, -0.218, 0.051, -0.201, 0.111, 0.077, -0.199, 0.115, 0.109, -0.175, 0.110, 0.110, 0.126, 0.094, 0.802, -0.596, -0.120, -0.081, -0.074, -0.027, -0.191, -0.638, 0.054, -0.239, 0.098, 0.105, 0.106, 0.124], "total_energy_ha": -4967.496721, "charge": 0, "orbital_gap_ev": [3.21, 3.22], "lumo_energy_ev": [-3.76, -3.76]}

---

{"formula": "CHLiO2Rb", "method": "ωB97M-V with the def2-TZVPD basis set", "elements": ["H", "O", "C", "O", "Li", "Rb"], "xyz": [[-1.137265, -0.893487, -0.730595], [-0.028453, -0.469830, -0.342995], [-1.042508, 0.017688, 0.350205], [-0.700687, 0.391480, 1.494790], [0.915061, -0.322672, -2.027802], [1.993852, 1.276822, 1.256397]], "forces_ev_per_a": [[0.226, 1.027, 1.080], [3.029, -1.670, -4.104], [-1.166, 0.884, 4.241], [-1.184, -0.003, -2.267], [-0.626, -0.229, 0.570], [-0.278, -0.008, 0.481]], "lowdin_charge": [0.199, -0.329, -0.506, -0.179, 0.825, 0.990], "total_energy_ha": -220.509774, "charge": 1, "orbital_gap_ev": 6.54, "lumo_energy_ev": -4.92}